# 1
Entry from the Open Molecules 2025 dataset: a structure of composition C44H35N13O2Sr in a non-equilibrium geometry (wB97M-V/def2-TZVPD).

Geometry as XYZ:
```
95
Properties=species:S:1:pos:R:3:lowdin_charge:R:1
Sr 0.221 0.208 0.380 1.413
C 3.944 1.242 3.235 -0.068
C 2.627 1.181 2.719 -0.087
N 2.274 0.194 1.901 0.032
C 2.996 -0.971 1.976 -0.145
C 4.155 -0.930 2.736 -0.103
N 4.698 0.138 3.259 0.094
C 2.624 -2.183 1.108 -0.170
C 3.234 -3.395 1.186 0.018
C 2.955 -4.368 0.228 -0.136
C 1.959 -4.160 -0.722 0.063
C 1.311 -2.897 -0.697 -0.194
N 1.530 -2.010 0.302 0.068
C 0.299 -2.647 -1.729 -0.186
C 0.352 -3.248 -3.013 -0.085
N -0.632 -3.110 -3.879 0.080
C -1.686 -2.327 -3.595 -0.089
C -1.744 -1.657 -2.348 -0.084
N -0.726 -1.764 -1.493 0.087
C 3.833 -5.560 0.136 -0.147
C 5.159 -5.482 0.714 -0.020
C 5.961 -6.577 0.757 -0.159
N 5.570 -7.747 0.261 0.047
C 4.444 -7.805 -0.457 -0.117
C 3.558 -6.714 -0.558 -0.016
H 4.388 2.115 3.684 0.109
H 1.968 2.024 2.773 0.097
H 4.781 -1.845 2.774 0.120
H 3.822 -3.621 2.125 0.146
H 1.503 -4.980 -1.322 0.134
H 1.339 -3.662 -3.363 0.138
H -2.498 -2.178 -4.357 0.124
H -2.546 -0.986 -2.040 0.121
H 5.527 -4.489 0.996 0.110
H 7.028 -6.590 1.122 0.129
H 4.253 -8.787 -0.896 0.111
H 2.659 -6.946 -1.113 0.107
C -3.292 7.480 0.459 -0.070
C -2.420 6.250 0.405 -0.293
C -1.366 6.322 -0.523 -0.065
C -0.519 5.228 -0.667 -0.031
C -0.857 3.994 -0.043 -0.236
N -0.249 2.848 -0.483 -0.032
C -0.325 2.556 -1.817 -0.303
C -1.500 2.717 -2.555 0.007
C -1.650 2.187 -3.887 -0.019
C -0.654 1.353 -4.410 -0.338
C -0.718 0.806 -5.788 -0.078
C 0.504 1.141 -3.663 0.011
C 0.704 1.703 -2.350 -0.170
N 1.806 1.361 -1.524 -0.177
C 2.601 2.288 -0.850 -0.073
C 3.891 1.862 -0.868 -0.055
C 3.870 0.597 -1.556 -0.107
N 2.594 0.214 -1.725 0.069
C -1.733 4.063 1.127 -0.144
C -2.591 5.135 1.210 -0.002
N -1.744 3.122 2.113 -0.081
C -2.609 3.093 3.216 -0.044
C -2.021 2.391 4.269 -0.037
C -0.833 1.852 3.660 -0.156
N -0.741 2.258 2.385 0.021
H -3.265 8.069 1.351 0.062
H -4.343 7.179 0.353 0.077
H -3.075 8.116 -0.407 0.071
H -1.208 7.262 -1.013 0.094
H 0.323 5.302 -1.375 0.116
H -2.339 3.234 -2.137 0.107
H -2.505 2.348 -4.465 0.087
H -0.821 1.586 -6.611 0.101
H -1.657 0.207 -5.722 0.074
H 0.017 0.075 -6.093 0.066
H 1.350 0.594 -4.072 0.107
H 2.206 3.193 -0.459 0.112
H 4.714 2.330 -0.446 0.074
H 4.710 -0.061 -1.724 0.101
H -3.517 5.035 1.861 0.127
H -3.553 3.606 3.040 0.103
H -2.344 2.266 5.296 0.089
H -0.076 1.182 4.123 0.110
O -0.529 -1.103 2.272 -0.345
N -1.713 -1.403 2.622 -0.025
N -2.605 -0.593 2.003 -0.266
O -2.320 0.468 1.398 -0.169
C -3.936 -1.079 2.107 -0.191
C -4.119 -2.352 2.598 -0.026
C -5.398 -2.874 2.487 -0.085
C -6.389 -2.238 1.742 -0.097
C -6.168 -0.921 1.414 -0.104
C -4.933 -0.348 1.497 -0.023
H -3.317 -2.935 2.999 0.099
H -5.603 -3.778 3.018 0.093
H -7.236 -2.847 1.448 0.102
H -7.005 -0.385 0.948 0.110
H -4.633 0.578 1.027 0.113
```

Summary:
E_HOMO: -6.023 eV
Frontier orbital gap: 4.6 eV
Net charge: 0

=====

# 2
Entry from the Open Molecules 2025 dataset: a cluster of 2 separate species, C2H7N3O2 in total (wB97M-V/def2-TZVPD).

Geometry as XYZ:
```
14
Properties=species:S:1:pos:R:3:lowdin_charge:R:1
N 1.131 1.626 -0.263 0.098
C 0.705 0.605 -0.885 -0.666
N -0.462 0.509 -1.646 0.103
N 1.360 -0.606 -0.738 0.111
H 0.502 2.417 -0.342 0.032
H -0.815 1.400 -1.971 0.089
H -0.403 -0.144 -2.410 0.079
H 1.293 -1.266 -1.502 0.089
H 2.296 -0.496 -0.384 0.098
O 0.113 -1.540 2.657 0.090
C -0.727 -0.948 2.068 -0.407
O -2.010 -0.859 2.460 0.078
H -0.533 -0.445 1.106 0.103
H -2.449 -0.252 1.850 0.103
```

Summary:
SMILES: N=C(N)N.O=CO
E_HOMO: -9.492 eV
Frontier orbital gap: 10.0 eV
Net charge: 0
Relative energy (zero: lowest compared OMol25 entry of this formula, charge and spin): 22.8 kcal per mole

=====

# 3
Entry from the Open Molecules 2025 dataset: a cluster of 8 separate species, C26H42F9NO18 in total in a non-equilibrium geometry (wB97M-V/def2-TZVPD).

Geometry as XYZ:
```
96
Properties=species:S:1:pos:R:3:lowdin_charge:R:1
C 1.518 1.389 -0.155 -0.037
C -0.030 1.302 -0.159 -0.213
O -0.526 0.988 -1.422 0.014
C -1.548 0.150 -1.598 -0.304
O -1.980 -0.523 -0.662 0.111
C -2.257 0.135 -3.055 -0.523
F -1.989 -1.015 -3.629 0.177
F -3.598 0.169 -3.004 0.170
F -1.742 1.136 -3.786 0.158
H 1.893 2.251 -0.706 0.060
H 1.982 0.440 -0.423 0.068
H 1.767 1.635 0.878 0.051
H -0.552 2.188 0.202 0.123
H -0.326 0.570 0.593 0.102
C -0.109 -2.817 1.475 -0.021
C 1.000 -2.429 0.398 -0.139
O 2.280 -2.563 1.016 -0.004
C 2.770 -1.804 2.037 -0.318
O 2.207 -0.790 2.451 0.125
C 4.245 -2.083 2.392 -0.412
F 4.364 -2.224 3.789 0.100
F 4.706 -3.223 1.745 0.119
F 5.017 -1.027 2.038 0.151
H 0.027 -2.201 2.364 0.064
H -0.195 -3.884 1.683 0.079
H -1.064 -2.484 1.069 0.053
H 0.981 -1.384 0.090 0.090
H 0.896 -3.112 -0.445 0.111
C -4.770 -2.336 -0.789 -0.041
C -6.027 -3.222 -1.011 -0.219
O -6.497 -3.555 0.239 0.023
C -7.564 -3.024 0.805 -0.362
O -8.173 -2.103 0.291 0.148
C -7.882 -3.623 2.190 -0.585
F -8.111 -2.626 3.040 0.177
F -9.019 -4.267 2.015 0.191
F -6.892 -4.377 2.626 0.193
H -4.476 -2.082 -1.807 0.066
H -3.994 -2.945 -0.324 0.075
H -4.904 -1.460 -0.154 0.075
H -5.739 -4.158 -1.491 0.127
H -6.676 -2.766 -1.759 0.127
C 1.347 -1.298 -3.370 -0.044
O 2.492 -2.085 -3.296 0.021
C 2.455 -3.367 -2.989 -0.668
O 1.516 -4.007 -2.658 0.134
O 3.670 -3.824 -3.109 0.033
C 3.913 -5.216 -2.730 -0.009
H 1.504 -0.308 -3.798 0.105
H 1.155 -1.009 -2.337 0.071
H 0.492 -1.779 -3.844 0.100
H 3.025 -5.788 -2.463 0.085
H 4.375 -5.315 -1.748 0.092
H 4.433 -5.735 -3.535 0.096
C 4.559 2.976 -1.977 -0.041
O 5.605 2.727 -1.039 -0.023
C 6.469 3.670 -0.681 -0.557
O 6.563 4.814 -1.190 0.083
O 7.176 3.180 0.351 -0.031
C 8.231 3.937 0.873 -0.074
H 4.795 3.372 -2.965 0.100
H 3.863 3.687 -1.531 0.078
H 4.072 2.003 -1.912 0.088
H 8.089 4.990 1.119 0.103
H 9.018 3.916 0.118 0.099
H 8.645 3.405 1.729 0.093
C -3.521 -1.253 2.903 -0.058
O -2.303 -0.581 2.684 -0.042
C -1.900 0.401 3.561 -0.550
O -2.590 1.057 4.301 0.136
O -0.627 0.667 3.238 -0.030
C 0.021 1.819 3.748 -0.036
H -3.839 -1.317 3.944 0.100
H -3.536 -2.275 2.526 0.090
H -4.262 -0.697 2.328 0.085
H -0.255 2.061 4.775 0.100
H -0.267 2.628 3.078 0.095
H 1.100 1.787 3.598 0.087
C -3.867 3.415 -4.301 -0.035
O -4.408 2.964 -3.045 -0.010
C -3.708 3.143 -1.921 -0.568
O -2.596 3.706 -1.846 0.086
O -4.408 2.560 -0.932 -0.006
C -3.851 2.540 0.402 -0.002
H -3.825 4.496 -4.436 0.097
H -4.478 2.931 -5.064 0.098
H -2.847 3.088 -4.505 0.077
H -4.145 3.471 0.887 0.102
H -2.767 2.446 0.337 0.073
H -4.276 1.721 0.981 0.091
C 5.429 3.317 3.124 -0.048
C 4.452 3.422 2.044 -0.226
N 3.628 3.552 1.248 0.178
H 6.422 3.130 2.715 0.057
H 5.294 2.440 3.757 0.085
H 5.457 4.165 3.808 0.090
```

Summary:
SMILES: CCOC(=O)C(F)(F)F.CCOC(=O)C(F)(F)F.CCOC(=O)C(F)(F)F.COC(=O)OC.COC(=O)OC.COC(=O)OC.COC(=O)OC.CC#N
E_HOMO: -10.759 eV
Frontier orbital gap: 11.2 eV
Net charge: 0

=====

no.,LUMO level (eV)
1,-1.395
2,0.460
3,0.466